1.
Below is an isolated ion of composition C2H8N3O and charge +1 in a non-equilibrium geometry, with properties calculated with ωB97M-V/def2-TZVPD.

Each line ends with the natural charge from an NBO analysis.
Element x y z (Å)
O 0.593562 -1.844637 -1.525738  -0.694
N 0.208285 -0.902344 1.033869  -0.736
N -0.427264 1.139280 0.223333  -0.373
N -0.528981 1.415808 1.607865  -0.663
C 0.136717 -0.502308 -1.429047  -0.119
C 0.054332 -0.048260 0.045327  0.507
H -0.901096 2.340265 1.884055  0.411
H 0.462630 1.353860 1.926902  0.361
H 0.652100 -1.994419 -2.434329  0.495
H 0.469550 -1.939566 0.758685  0.473
H -0.969580 -0.456112 -1.720944  0.216
H 0.101374 -0.697581 2.035579  0.456
H -0.570952 1.965650 -0.363855  0.448
H 0.719322 0.170364 -2.041702  0.220

Cartesian forces, eV/Å:
O -0.315 1.536 2.531
N 1.219 -2.948 -0.570
N -0.465 2.154 2.175
N 1.162 0.544 1.257
C -1.748 -0.945 0.861
C -0.477 -1.590 -2.388
H 0.192 -0.715 -0.881
H -1.076 0.613 0.261
H 0.326 -0.921 -2.324
H -0.614 2.965 0.601
H 1.376 0.073 0.004
H -0.208 0.022 -0.998
H 0.442 -1.155 -0.553
H 0.184 0.369 0.023

Properties
* HOMO-LUMO gap: 11.16 eV
* charge: +1
* highest occupied orbital energy: -14.511 eV
* energy relative to the best compared isomer or geometry (same formula, charge and spin): 2.760 eV
* energy: -320.22314 Eh
* structure (SMILES): NNC(=[NH2+])CO

***

2.
Below is C3H13EuN2O as an isolated structure in a non-equilibrium geometry, with properties calculated with ωB97M-V/def2-TZVPD.

Each line ends with the Mulliken charge.
Element x y z (Å)
Eu 1.389825 -0.378202 -1.243427  -1.512
O -0.467012 0.050282 0.285867  -0.534
N -2.691114 0.336068 0.707352  -1.155
N 0.944245 2.297964 -1.767280  -0.949
C 2.214159 -2.134108 0.361792  -0.903
C -1.323642 -0.375026 2.553480  -0.880
C -1.440357 0.007418 1.112134  1.623
H 1.372082 -2.622837 0.886503  0.076
H 1.216084 0.435611 -3.690310  0.113
H 0.996358 -0.311092 -3.819144  0.022
H -2.285161 -0.176186 3.074441  0.369
H -0.539781 0.206619 3.060885  0.282
H -1.114574 -1.452696 2.660241  0.228
H 2.357557 -2.609091 -0.618145  0.087
H 1.502813 2.595361 -2.560946  0.274
H 3.133016 -2.182981 0.953913  0.183
H -0.020285 2.359380 -2.043341  0.294
H -3.472880 0.271221 1.374288  0.416
H 1.077574 3.017140 -1.045338  0.416
H -2.848908 0.665154 -0.242966  0.550

Cartesian forces, eV/Å:
Eu -0.227 0.217 0.611
O -2.480 -0.075 2.366
N -0.130 -0.133 0.644
N 0.792 0.141 0.579
C -0.244 0.654 0.268
C -0.339 -0.170 0.789
C 1.502 0.464 -2.572
H 0.281 -0.027 -0.157
H -0.451 -1.438 -0.419
H 0.414 1.536 0.031
H 0.558 -0.104 -0.247
H -0.108 -0.283 -0.378
H 0.150 0.444 -0.191
H 0.235 -0.674 -0.052
H 0.162 0.186 -0.182
H -0.050 -0.224 -0.090
H -0.925 0.018 -0.262
H 0.717 0.159 -0.779
H 0.006 -0.469 -0.221
H 0.136 -0.222 0.263

Properties
* HOMO-LUMO gap (spin up / spin down): 2.84 / 2.72 eV
* charge: -1
* highest occupied orbital energy (spin up / spin down): 0.072 / 0.283 eV
* energy: -1017.01357 Eh
* ⟨S²⟩: 15.812
* multiplicity: 8

***

3.
Below is a 4-piece molecular cluster, C3H14O3S overall in a non-equilibrium geometry, with properties calculated with ωB97M-V/def2-TZVPD.

Each line ends with the natural charge from an NBO analysis.
Element x y z (Å)
S -1.970373 -2.637517 1.072338  -0.100
O 5.075057 3.318234 -1.465380  -0.921
O 1.607180 1.367226 0.274692  -0.940
O 4.105211 0.255240 1.191725  -0.959
C -3.243530 0.601596 -1.362067  -0.607
C -2.649261 -1.503657 -0.385996  -0.443
C -2.716974 -0.078332 -0.031496  -0.444
H 0.941388 0.801430 -0.177739  0.478
H -3.545345 0.034324 0.600617  0.206
H -2.556386 0.633649 -2.230864  0.207
H -1.900022 -1.683296 -1.168199  0.209
H 3.403199 0.808414 0.716498  0.490
H 5.279706 4.159132 -1.888874  0.461
H -1.907164 0.565913 0.264523  0.213
H 4.847047 0.427929 0.615402  0.458
H 1.073575 1.885748 0.837561  0.474
H -4.199844 0.052843 -1.658813  0.205
H 4.862892 2.864659 -2.344525  0.461
H -3.620380 -1.893454 -0.893105  0.222
H -2.377796 -1.834729 2.067033  0.119
H -3.415882 1.734469 -1.227851  0.213

Cartesian forces, eV/Å:
S -0.881 1.024 -1.395
O -0.451 -0.718 -2.734
O -0.227 -1.420 -1.614
O -1.487 1.230 -1.132
C -0.907 1.294 -0.112
C 1.047 -2.888 -0.075
C -1.391 1.621 -3.111
H 0.911 0.366 0.359
H -0.893 0.458 1.516
H -0.066 -0.724 0.555
H 0.014 0.043 0.245
H 0.876 -1.174 1.216
H 0.242 0.584 0.703
H 0.849 -0.766 0.590
H 0.652 -0.104 -0.025
H -0.719 1.108 1.200
H 1.156 1.127 0.152
H 0.209 0.112 2.035
H 1.400 0.611 1.572
H -0.067 -0.029 -0.084
H -0.267 -1.754 0.140

Properties
* HOMO-LUMO gap: 9.61 eV
* highest occupied orbital energy: -9.172 eV
* energy relative to the best compared isomer or geometry (same formula, charge and spin): 1.685 eV
* energy: -746.54595 Eh
* structure (SMILES): CCCS.O.O.O

***

4.
Below is C33H33FN5O5S2Sc as an isolated structure in a non-equilibrium geometry, with properties calculated with ωB97M-V/def2-TZVPD.

Each line ends with the Mulliken charge.
Element x y z (Å)
Sc 14.702230 7.783119 9.961709  -0.596
S 17.872551 7.483938 6.290473  -0.104
S 12.911213 11.369319 7.119443  -0.115
F 14.134115 9.440323 11.380038  0.311
O 6.985196 5.832838 8.154741  -0.531
O 12.593387 7.476179 10.310018  0.605
O 11.896410 6.483449 12.459351  -0.188
O 8.307122 4.738603 6.695867  -0.528
O 14.089192 6.130649 8.687323  -0.414
N 16.165271 7.793609 8.229346  1.068
N 13.912858 9.416448 8.545435  0.703
N 12.877071 7.032942 12.018879  0.522
N 8.139214 5.479828 7.728397  0.895
N 16.107656 7.653886 11.542158  3.405
C 16.624443 8.427547 13.854781  -1.228
C 12.886952 10.308185 8.497616  0.451
C 18.797919 10.418768 12.017427  -1.633
C 9.108527 6.769411 9.536123  -0.519
C 18.224478 9.518758 10.911092  1.119
C 16.668098 4.793458 12.250725  0.376
C 17.709048 5.800446 11.809328  0.408
C 15.474632 4.605976 11.320981  -1.718
C 16.713529 8.723910 6.136138  -0.756
C 14.761259 9.604575 7.425089  0.190
C 19.798501 7.595331 11.234380  -0.568
C 18.838069 9.917283 9.562283  -1.408
C 14.795564 9.349741 12.629449  -0.643
C 17.712050 5.862605 8.547092  -0.711
C 10.533519 5.567260 7.957652  -0.806
C 11.682081 6.068063 8.627298  0.784
C 9.279522 5.943876 8.419126  -0.563
C 15.134849 10.040070 14.887181  -0.835
C 14.343500 10.619786 6.559674  -0.858
C 11.790050 10.404435 9.467845  -1.157
C 17.415724 7.154032 11.509543  -0.402
C 16.220425 5.072492 13.694174  -1.353
C 19.045432 5.379374 11.794114  -1.133
C 15.854366 8.467423 12.665250  0.844
C 16.256333 9.211736 14.945855  -0.773
C 20.076364 6.260480 11.513015  -1.779
C 15.867104 8.763971 7.250668  -0.166
C 11.504196 6.944712 9.739476  -0.121
C 17.197232 7.028388 7.820798  0.011
C 10.235179 7.260644 10.187413  -0.244
C 14.385228 10.141455 13.685635  -1.181
C 18.478407 8.065404 11.218753  1.435
C 12.948618 5.669294 8.180796  -0.569
H 18.651620 10.970580 9.350449  0.470
H 17.840659 5.016259 7.859013  0.624
H 17.022240 5.555606 9.335865  -0.468
H 19.240926 4.344032 12.024937  0.472
H 11.544329 11.462408 9.615537  0.571
H 10.635806 4.916196 7.100823  0.627
H 15.560579 5.941985 13.757322  0.125
H 21.100070 5.912230 11.513900  0.391
H 20.585111 8.307236 11.031797  0.441
H 14.840404 10.623030 15.741776  0.465
H 12.994380 4.946416 7.358103  0.439
H 13.530945 10.787829 13.614224  0.549
H 10.891026 9.914374 9.072274  0.320
H 17.139200 9.700089 10.863005  -0.514
H 18.414551 9.368458 8.720874  0.229
H 8.102217 7.022264 9.847339  0.574
H 14.771880 3.894910 11.748593  0.575
H 16.662202 9.368536 5.276182  0.459
H 14.859153 10.926695 5.668128  0.443
H 18.508066 11.456296 11.867909  0.437
H 17.070187 5.241749 14.348342  0.359
H 16.841913 9.172943 15.852727  0.513
H 19.880625 10.354636 12.046950  0.365
H 18.438291 10.124829 13.007288  0.317
H 19.915585 9.766957 9.517484  0.335
H 10.139178 7.884753 11.062153  0.595
H 17.492525 7.783423 13.898293  0.554
H 15.733965 4.267780 10.312012  0.250
H 18.689464 6.085981 8.979426  0.318
H 12.042359 9.932474 10.419470  -0.009
H 17.241973 3.855968 12.276068  0.686
H 15.649931 4.222128 14.076405  0.491
H 14.925910 5.556517 11.197590  0.463

Cartesian forces, eV/Å:
Sc 0.872 -0.148 -0.399
S -0.734 0.031 0.888
S 0.574 -1.070 0.818
F 0.133 -0.229 0.023
O 3.875 -1.026 -1.175
O -0.141 0.053 1.095
O 7.398 3.955 -3.147
O -0.239 2.415 3.419
O -3.903 -2.006 -2.019
N 1.112 0.055 -1.481
N -0.597 1.712 -1.216
N -7.688 -4.063 3.159
N -4.758 -1.820 -2.872
N -1.986 1.067 -0.219
C -0.722 0.433 -0.080
C 1.763 -0.894 -0.834
C -0.305 -0.165 0.261
C 0.350 -0.304 -0.447
C 0.144 0.389 -0.091
C 0.406 -0.121 0.253
C 0.123 0.825 -0.179
C -0.190 0.243 -0.281
C -1.135 0.107 1.614
C -2.976 2.537 -0.163
C -0.756 -0.149 0.057
C -0.203 0.199 -0.258
C -0.184 0.517 0.982
C 0.140 -0.695 0.054
C 0.540 0.581 0.768
C -1.831 0.204 0.280
C 1.261 0.484 0.718
C -0.425 -0.049 -1.203
C 0.486 -1.296 1.312
C -0.628 0.137 0.442
C 1.964 -0.569 -0.202
C -0.469 -0.173 -0.214
C -0.555 0.426 -0.106
C 0.727 -0.737 -0.047
C -0.231 -0.117 -0.523
C 0.062 0.220 -0.077
C 3.118 -1.890 -1.264
C 0.305 -0.396 -0.770
C -1.069 1.135 -0.127
C -0.124 -0.030 0.324
C 0.898 -0.550 0.724
C -0.251 -0.963 0.083
C 4.809 1.562 1.498
H 0.031 0.092 0.121
H -0.004 0.192 0.133
H 0.251 0.154 -0.174
H 0.209 -0.125 0.023
H -0.054 -0.265 0.175
H -0.111 -0.029 -0.032
H 0.101 0.057 -0.062
H 0.031 -0.007 0.027
H 0.206 -0.120 -0.003
H -0.058 0.123 0.106
H 0.280 0.061 0.201
H -0.173 0.215 -0.084
H 0.119 0.101 0.039
H 0.290 -0.060 -0.053
H -0.107 -0.208 0.027
H 0.085 -0.025 0.032
H -0.059 -0.170 0.001
H 0.083 -0.023 -0.079
H -0.092 0.137 -0.118
H 0.065 0.102 -0.116
H 0.089 -0.015 0.058
H 0.026 -0.024 0.036
H 0.207 0.056 -0.087
H -0.008 -0.006 -0.139
H 0.039 -0.005 0.179
H -0.147 0.195 -0.028
H -0.061 0.020 0.006
H 0.073 -0.091 0.227
H -0.044 -0.037 0.180
H 0.005 0.245 -0.181
H -0.452 -0.035 -0.019
H 0.101 -0.011 0.030
H 0.119 -0.322 0.191

Properties
* HOMO-LUMO gap (spin up / spin down): 4.20 / 4.20 eV
* charge: +2
* highest occupied orbital energy (spin up / spin down): -12.874 / -12.874 eV
* energy relative to the best compared isomer or geometry (same formula, charge and spin): 0.000 eV
* energy: -3583.66837 Eh